{"formula": "C27H29AsBr2F6IrN7O3S2", "method": "wB97M-V/def2-TZVPD", "charge": 1, "e_homo_ev": [-9.991, -9.991], "de_lowest_kcal_mol": 120.43, "spin_multiplicity": 2, "lumo_energy_ev": [-4.583, -6.466], "species": ["Ir", "Br", "C", "C", "C", "N", "C", "C", "C", "C", "C", "Br", "C", "C", "N", "H", "H", "H", "H", "H", "H", "F", "As", "F", "F", "F", "F", "F", "O", "S", "O", "O", "C", "N", "C", "C", "C", "N", "C", "C", "C", "N", "C", "C", "H", "H", "H", "H", "H", "H", "S", "C", "N", "C", "C", "C", "N", "H", "H", "H", "H", "H", "H", "H", "H", "C", "C", "C", "C", "H", "H", "H", "H", "H", "H", "H", "H", "H"], "xyz": [[0.3403, 1.7137, -0.1419], [7.3133, 1.9155, -0.6686], [5.4270, 1.7964, -0.6798], [4.8015, 0.5543, -0.8193], [3.4298, 0.5107, -0.7317], [2.6651, 1.5905, -0.5943], [3.2556, 2.8090, -0.5546], [4.6473, 2.9306, -0.5532], [2.3522, 3.9453, -0.5827], [2.7659, 5.2661, -0.4095], [1.8562, 6.2885, -0.6136], [2.4293, 8.0820, -0.4645], [0.5401, 5.9746, -0.9717], [0.1868, 4.6440, -1.0492], [1.0524, 3.6484, -0.8509], [5.3699, -0.3451, -0.9796], [2.9260, -0.4416, -0.7849], [5.1176, 3.8954, -0.4742], [3.7813, 5.4979, -0.1337], [-0.1816, 6.7471, -1.1788], [-0.8311, 4.3687, -1.3029], [-1.9219, 2.1816, -0.7516], [-3.5690, 3.1129, -0.5022], [-3.2095, 3.9241, -1.9750], [-2.6836, 4.3375, 0.3774], [-5.0961, 3.8024, -0.2544], [-3.6711, 2.2085, 1.0228], [-4.2579, 1.7245, -1.3350], [1.4298, -6.2345, -4.2628], [1.5856, -7.2969, -3.3137], [2.5916, -8.2778, -3.5553], [0.4153, -7.6762, -2.5525], [2.2310, -6.3530, -1.7911], [2.9284, -7.0526, -0.9614], [3.1800, -6.4576, 0.2063], [2.7024, -5.1841, 0.4744], [1.9542, -4.5325, -0.5207], [1.7352, -5.1712, -1.6882], [1.4051, -3.1910, -0.3971], [1.3132, -2.5130, 0.8275], [0.8677, -1.2097, 0.8536], [0.5036, -0.5330, -0.2454], [0.5308, -1.1923, -1.4150], [0.9643, -2.4973, -1.5357], [3.7637, -7.0292, 0.9151], [2.9147, -4.7137, 1.4213], [1.5819, -2.9910, 1.7549], [0.8036, -0.6859, 1.7965], [0.2195, -0.6421, -2.2928], [0.9849, -2.9921, -2.4952], [-2.1956, -0.5161, 1.1771], [-3.5362, -1.0688, 0.2747], [-3.3717, -2.1470, -0.4845], [-4.4487, -2.7773, -1.2273], [-5.7804, -2.4394, -0.5673], [-5.8761, -0.9335, -0.3455], [-4.7099, -0.4871, 0.3924], [-2.4566, -2.5673, -0.5136], [-4.2836, -3.8570, -1.2247], [-4.4261, -2.4259, -2.2640], [-5.8477, -2.9515, 0.3950], [-6.6031, -2.7805, -1.1938], [-6.7653, -0.6815, 0.2353], [-5.9246, -0.3945, -1.2974], [-4.7696, 0.3815, 0.9109], [1.1363, 1.4135, 3.6952], [-0.1576, 1.7545, 2.9602], [-1.1735, 2.4197, 3.8994], [0.0925, 2.6562, 1.7831], [0.9662, 0.6363, 4.4332], [1.5083, 2.2940, 4.2131], [1.9063, 1.0795, 3.0032], [-0.6425, 0.8320, 2.6123], [-0.7199, 3.2748, 4.3921], [-1.5073, 1.7125, 4.6534], [-2.0366, 2.7652, 3.3350], [0.9697, 3.2889, 1.9354], [-0.7908, 3.2627, 1.5519]]}

=====

{"formula": "C27H29BIrN3O4", "method": "wB97M-V/def2-TZVPD", "charge": 1, "e_homo_ev": [-9.636, -9.643], "de_lowest_kcal_mol": 116.21, "spin_multiplicity": 2, "lumo_energy_ev": [-4.999, -4.351], "species": ["Ir", "C", "N", "C", "C", "C", "N", "C", "C", "C", "C", "C", "C", "C", "O", "C", "C", "C", "N", "C", "C", "C", "C", "C", "C", "C", "O", "H", "H", "H", "H", "H", "H", "H", "H", "H", "H", "H", "H", "H", "H", "H", "H", "H", "H", "H", "H", "H", "H", "H", "H", "H", "O", "B", "O", "C", "C", "C", "C", "C", "C", "H", "H", "H", "H"], "xyz": [[0.0333, 0.1072, 0.7894], [0.5900, 1.9749, 3.4612], [0.4090, 2.3366, 2.0555], [-0.7826, 3.1875, 1.9278], [-1.6881, 2.8563, 0.7408], [-2.4573, 1.5226, 0.8922], [-1.8143, 0.4560, 0.1672], [-2.3334, 0.0761, -0.9676], [-1.7901, -0.8877, -1.8429], [-1.6926, -0.4927, -3.2669], [-1.1600, -1.5908, -4.2017], [-1.1282, -2.9389, -3.6115], [-0.9758, -3.1425, -2.2922], [-1.0567, -2.0382, -1.3525], [-0.5932, -2.1124, -0.1988], [1.6241, 2.9742, 1.5294], [2.5054, 2.0841, 0.6448], [2.9812, 0.7595, 1.2474], [1.8969, -0.1565, 1.5832], [2.1538, -1.0765, 2.4575], [1.2487, -1.9831, 3.0931], [1.7805, -3.0660, 3.8107], [0.9757, -3.9458, 4.4966], [-0.4127, -3.7556, 4.5140], [-0.9751, -2.7102, 3.8361], [-0.1833, -1.7895, 3.0873], [-0.7444, -0.8078, 2.5151], [0.6245, 2.8676, 4.0976], [1.5157, 1.4240, 3.6001], [-0.2352, 1.3474, 3.7900], [-0.4865, 4.2414, 1.8558], [-1.3802, 3.0859, 2.8349], [-1.1136, 2.8350, -0.1881], [-2.4264, 3.6563, 0.6705], [-3.4804, 1.6516, 0.5218], [-2.4987, 1.2327, 1.9460], [-3.2117, 0.6119, -1.3410], [-2.6034, -0.0222, -3.6382], [-1.6920, -1.5992, -5.1535], [-1.0946, -3.7688, -4.3008], [-0.7988, -4.1288, -1.8923], [2.2287, 3.3507, 2.3629], [1.3377, 3.8258, 0.9082], [3.3924, 2.6629, 0.3728], [1.9545, 1.8628, -0.2742], [3.5963, 0.9585, 2.1341], [3.6222, 0.2743, 0.5009], [3.1843, -1.1661, 2.8132], [2.8500, -3.2264, 3.7928], [1.4099, -4.7846, 5.0180], [-1.0423, -4.4487, 5.0529], [-2.0412, -2.5361, 3.8429], [1.1758, -0.4779, -2.1321], [0.5181, 0.4037, -1.2574], [-0.3198, 1.2427, -2.0036], [-0.4741, 0.6526, -3.2606], [-0.5959, 1.5267, -4.4406], [-0.1674, 0.9887, -5.6368], [0.3313, -0.2957, -5.7225], [0.3820, -1.1663, -4.5021], [0.6663, -0.2882, -3.3633], [-0.9813, 2.5232, -4.3299], [-0.2195, 1.5966, -6.5266], [0.6367, -0.7165, -6.6647], [1.0259, -2.0372, -4.6032]]}

=====

{"formula": "C27H29BiF6N7O4P", "method": "wB97M-V/def2-TZVPD", "charge": 1, "e_homo_ev": [-9.506, -9.506], "de_lowest_kcal_mol": 21.04, "spin_multiplicity": 2, "lumo_energy_ev": [-3.831, -5.606], "species": ["Bi", "C", "C", "N", "C", "C", "C", "C", "C", "C", "C", "N", "C", "C", "N", "N", "H", "H", "H", "H", "H", "H", "H", "H", "H", "H", "H", "H", "H", "H", "H", "H", "H", "H", "N", "C", "C", "C", "C", "C", "C", "C", "C", "N", "C", "H", "H", "H", "H", "H", "H", "H", "H", "O", "C", "O", "C", "C", "C", "N", "C", "C", "C", "O", "O", "H", "H", "H", "F", "P", "F", "F", "F", "F", "F"], "xyz": [[-0.8340, -1.5943, 0.5176], [-4.0197, -0.1688, 0.3749], [-3.0679, 0.9815, 0.0776], [-1.8217, 0.5861, -0.6906], [-2.1175, 0.2181, -2.0709], [-2.2923, -1.2347, -2.3300], [-2.5915, -1.5885, -3.6504], [-2.5712, -2.9579, -3.9839], [-2.1319, -3.9110, -3.0978], [-1.9724, -3.5463, -1.7795], [-1.7346, -4.5157, -0.6784], [-1.7192, -3.7860, 0.6916], [-3.0825, -3.8201, 1.3102], [-3.9388, -2.5907, 0.9384], [-3.2717, -1.2423, 1.1636], [-1.9684, -2.2225, -1.4368], [-4.3532, -0.6770, -0.6096], [-4.8944, 0.2154, 0.9442], [-2.6690, 1.4093, 1.0005], [-3.5761, 1.7404, -0.5032], [-1.1076, 1.3416, -0.6406], [-1.2768, 0.5684, -2.8272], [-3.0342, 0.7302, -2.5058], [-2.7973, -0.8055, -4.3725], [-2.8402, -3.3077, -4.9556], [-2.0772, -4.9827, -3.3302], [-0.7655, -5.0577, -0.7558], [-2.5421, -5.2710, -0.8247], [-1.0766, -4.3569, 1.2964], [-3.0221, -3.9763, 2.4156], [-3.6297, -4.7175, 0.9974], [-4.8568, -2.7859, 1.5228], [-4.1223, -2.7079, -0.1338], [-3.2329, -0.9601, 2.1542], [2.1095, 2.1296, -1.6618], [2.4092, 3.4571, -1.7927], [2.8547, 4.0973, -2.9629], [3.0912, 5.5004, -2.9002], [2.9553, 6.2468, -1.7417], [2.4362, 5.5981, -0.5637], [2.2237, 6.2343, 0.6519], [1.5216, 5.5678, 1.6542], [1.1787, 4.2311, 1.4542], [1.3906, 3.5906, 0.3334], [2.0234, 4.2567, -0.6578], [1.8086, 1.9541, -0.7210], [2.5888, 1.4444, -2.1883], [3.0316, 3.4902, -3.8380], [3.3392, 6.0319, -3.7981], [3.2354, 7.2846, -1.7375], [2.6102, 7.2458, 0.9376], [1.2540, 6.0200, 2.6461], [0.7174, 3.6842, 2.2879], [6.4367, -2.6649, 0.3325], [6.0833, -1.5841, 0.9306], [6.8748, -0.7822, 1.4469], [4.5874, -1.4628, 1.2390], [3.9893, -0.2926, 1.6836], [2.6321, -0.1139, 1.4732], [1.8465, -1.1113, 0.9599], [2.4211, -2.3623, 0.7832], [3.7920, -2.6071, 0.9501], [1.4309, -3.5136, 0.5936], [1.5555, -4.6046, 1.1937], [0.5891, -3.1997, -0.3416], [4.6543, 0.4306, 2.2240], [2.2160, 0.8732, 1.6332], [4.2428, -3.5770, 0.8356], [-0.6332, 1.0019, 1.8514], [-0.7359, 0.4859, 3.5403], [-0.4855, -1.1170, 3.0190], [-0.8569, 0.0472, 5.0984], [-2.3809, 0.2954, 3.3924], [0.8490, 0.6805, 3.6056], [-0.8783, 2.1074, 3.9264]]}

=====

| no. | DFT total energy (eV) |
| --- | --- |
| 1 | -286774.1386 |
| 2 | -44636.5308 |
| 3 | -78522.0374 |